[1]
{"formula": "C5H12N", "method": "the ωB97M-V functional and the def2-TZVPD basis", "elements": ["C", "C", "C", "C", "C", "N", "H", "H", "H", "H", "H", "H", "H", "H", "H", "H", "H", "H"], "xyz": [[2.538, 0.160, 1.207], [1.321, -0.207, 0.419], [0.704, 0.634, -0.412], [-0.369, 0.148, -1.362], [-1.761, 0.304, -0.771], [-2.009, -0.725, 0.294], [2.910, -0.572, 1.927], [2.382, 1.035, 1.848], [3.390, 0.328, 0.547], [1.029, -1.250, 0.554], [0.891, 1.700, -0.360], [-0.323, 0.780, -2.249], [-0.188, -0.880, -1.682], [-2.577, 0.175, -1.480], [-1.836, 1.272, -0.280], [-1.180, -0.813, 0.886], [-2.187, -1.668, -0.025], [-2.733, -0.421, 0.940]], "mulliken_charge": [-1.306, -0.051, -0.189, -0.801, -0.511, -0.266, 0.356, 0.304, 0.310, 0.349, 0.396, 0.341, 0.365, 0.352, 0.352, 0.263, 0.364, 0.370], "charge": 1, "homo_lumo_gap_ev": 9.788}

=====

[2]
{"formula": "C5H12N", "method": "the ωB97M-V functional and the def2-TZVPD basis", "elements": ["C", "C", "C", "C", "C", "N", "H", "H", "H", "H", "H", "H", "H", "H", "H", "H", "H", "H"], "xyz": [[2.027, 0.635, -0.503], [0.765, 0.495, -0.148], [-0.116, 1.778, 0.403], [-0.534, -1.207, 1.203], [0.049, -0.826, -0.148], [-1.094, -0.752, -1.142], [2.621, -0.199, -0.840], [2.527, 1.586, -0.461], [-0.975, 1.945, -0.239], [0.527, 2.645, 0.371], [-0.422, 1.585, 1.420], [-1.302, -0.504, 1.519], [0.253, -1.196, 1.954], [-0.958, -2.207, 1.180], [0.733, -1.606, -0.494], [-0.754, -0.482, -2.074], [-1.755, -0.038, -0.799], [-1.590, -1.650, -1.202]], "mulliken_charge": [-1.260, 0.523, -1.201, -1.463, 0.240, -0.312, 0.349, 0.335, 0.345, 0.406, 0.316, 0.402, 0.359, 0.452, 0.424, 0.354, 0.355, 0.376], "spin_multiplicity": 3, "charge": 1, "homo_lumo_gap_ev": [5.954, 9.241], "s_squared": 2.01}

=====

[3]
{"formula": "C5H12N2", "method": "the ωB97M-V functional and the def2-TZVPD basis", "elements": ["N", "C", "N", "H", "H", "H", "H", "C", "C", "C", "C", "H", "H", "H", "H", "H", "H", "H", "H"], "xyz": [[-2.045, -1.116, -3.308], [-1.317, -1.024, -2.154], [-1.594, -0.209, -1.218], [-2.976, -0.727, -3.240], [-1.982, -2.002, -3.799], [-0.443, -1.675, -2.138], [-0.878, -0.284, -0.493], [1.126, 1.056, 0.934], [0.770, 0.142, 1.827], [-0.451, 0.218, 2.688], [2.319, 0.955, 0.039], [0.496, 1.933, 0.808], [1.384, -0.749, 1.914], [-1.129, -0.611, 2.478], [-0.185, 0.151, 3.747], [-0.988, 1.152, 2.526], [2.911, 0.067, 0.261], [2.966, 1.830, 0.139], [2.016, 0.892, -1.010]], "mulliken_charge": [-0.112, -2.672, -0.237, 0.271, 0.857, 0.420, 0.642, 0.220, -0.333, -1.316, -1.614, 0.288, 0.380, 0.384, 0.399, 0.305, 0.501, 0.307, 0.312], "spin_multiplicity": 2, "charge": -1, "homo_lumo_gap_ev": [2.491, 9.202], "s_squared": 0.75}

=====

[4]
{"formula": "C5H12N2", "method": "the ωB97M-V functional and the def2-TZVPD basis", "elements": ["C", "C", "C", "C", "N", "C", "N", "H", "H", "H", "H", "H", "H", "H", "H", "H", "H", "H", "H"], "xyz": [[0.714, -2.097, 0.603], [-0.616, -1.525, 1.164], [-0.741, -0.084, 0.893], [-0.577, 0.548, -0.318], [-0.463, 1.948, -0.366], [-0.382, 2.598, -1.633], [1.875, -1.212, 0.772], [0.478, -2.369, -0.443], [1.029, -3.056, 1.027], [-0.678, -1.751, 2.217], [-1.357, -2.188, 0.657], [-0.953, 0.587, 1.742], [-0.894, 0.061, -1.264], [-0.761, 2.483, 0.442], [0.530, 3.175, -1.824], [-1.222, 3.299, -1.803], [-0.545, 1.840, -2.405], [2.692, -1.760, 0.493], [1.868, -0.496, 0.046]], "mulliken_charge": [-0.687, -0.857, -0.305, -0.660, -0.532, -1.009, -0.655, 0.200, 0.512, 0.316, 0.475, 0.062, 0.289, 0.449, 0.282, 0.296, 0.324, 0.251, 0.252], "spin_multiplicity": 2, "charge": -1, "homo_lumo_gap_ev": [2.703, 6.635], "s_squared": 0.75}

=====

[5]
{"formula": "C5H12N2", "method": "the ωB97M-V functional and the def2-TZVPD basis", "elements": ["C", "C", "C", "C", "N", "C", "N", "H", "H", "H", "H", "H", "H", "H", "H", "H", "H", "H", "H"], "xyz": [[-0.268, 0.281, -0.083], [0.229, -0.777, 0.775], [-0.647, -0.098, -1.497], [-1.900, 0.275, 0.990], [0.317, 1.536, 0.019], [1.962, -1.105, 0.158], [2.809, -0.437, -0.484], [0.622, 1.822, 0.938], [0.746, 1.954, -0.791], [2.445, 0.432, -0.888], [0.450, -0.505, 1.803], [-0.234, -1.745, 0.639], [2.313, -2.081, 0.523], [-1.245, -1.005, -1.498], [0.245, -0.270, -2.098], [-1.216, 0.710, -1.956], [-2.349, -0.675, 1.271], [-1.693, 0.899, 1.857], [-2.587, 0.789, 0.321]], "mulliken_charge": [0.665, -0.972, -1.488, -1.270, -0.398, -0.049, -0.676, 0.187, 0.245, 0.307, 0.409, 0.419, 0.366, 0.355, 0.389, 0.418, 0.356, 0.374, 0.363], "homo_lumo_gap_ev": 8.518}

=====

[6]
{"formula": "C5H12N2", "method": "the ωB97M-V functional and the def2-TZVPD basis", "elements": ["C", "C", "C", "C", "N", "C", "N", "H", "H", "H", "H", "H", "H", "H", "H", "H", "H", "H", "H"], "xyz": [[2.593, 0.487, 0.439], [1.849, -0.085, -0.764], [0.571, -0.841, -0.368], [-0.342, 0.042, 0.503], [-1.506, -0.749, 0.926], [-2.674, -0.424, 0.590], [-3.099, 0.251, -0.564], [2.162, 1.422, 0.793], [3.624, 0.749, 0.201], [2.588, -0.239, 1.254], [2.494, -0.737, -1.351], [1.491, 0.759, -1.363], [-0.010, -1.086, -1.253], [0.816, -1.690, 0.224], [0.002, 0.551, 1.395], [-0.687, 0.788, -0.233], [-3.582, -0.640, 1.164], [-2.397, 0.596, -1.194], [-3.893, 0.849, -0.400]], "mulliken_charge": [-1.142, -0.348, -0.488, -0.581, -0.536, 0.103, -0.432, 0.304, 0.352, 0.289, 0.325, 0.270, 0.214, 0.373, 0.304, 0.190, 0.340, 0.240, 0.223], "homo_lumo_gap_ev": 9.770}

=====

[7]
{"formula": "C5H12N2", "method": "the ωB97M-V functional and the def2-TZVPD basis", "elements": ["C", "C", "C", "C", "N", "C", "N", "H", "H", "H", "H", "H", "H", "H", "H", "H", "H", "H", "H"], "xyz": [[-1.892, -1.617, -0.367], [-0.326, -1.666, -0.117], [0.300, -0.723, 0.935], [0.384, 0.668, 0.499], [-0.657, 1.566, 0.610], [1.482, 1.012, -0.338], [1.630, 2.431, -0.822], [-2.069, -2.331, -1.268], [-2.419, -2.225, 0.419], [-2.200, -0.508, -0.408], [0.027, -2.697, 0.314], [0.152, -1.296, -1.044], [1.296, -1.134, 1.161], [-0.332, -0.787, 1.844], [-0.576, 2.204, -0.075], [-1.486, 1.151, 0.792], [2.316, 0.409, -0.862], [1.780, 3.063, -0.047], [2.590, 2.481, -1.227]], "mulliken_charge": [-0.920, -0.343, -0.923, 0.149, -0.483, -0.129, -0.718, 0.281, 0.258, 0.248, 0.273, 0.327, 0.349, 0.375, 0.223, 0.269, 0.250, 0.233, 0.281], "homo_lumo_gap_ev": 8.229}

=====

Q: Which formula does entry 6 have?
A: C5H12N2

=====

Q: What is the formula in the seventh record?
A: C5H12N2